Record 1
This record from OMol25 describes a cluster of 3 separate species, C18H44N5O9P2 in total. The level of theory is ωB97M-V/def2-TZVPD.

```
78
Properties=species:S:1:pos:R:3:lowdin_charge:R:1
C 3.24 -5.21 -2.09 -0.04
C 3.24 -4.00 -3.05 -0.17
O 2.86 -2.75 -2.42 0.03
C 1.56 -2.68 -2.23 -0.44
N 0.69 -2.72 -3.22 0.25
C -0.51 -2.65 -2.60 -0.33
N -1.68 -2.69 -3.20 0.12
C -2.96 -2.63 -2.46 -0.18
N -3.31 -3.96 -1.98 -0.09
C -3.14 -4.16 -0.54 -0.12
N -0.34 -2.52 -1.27 0.16
N 1.00 -2.55 -1.03 0.19
H 4.26 -5.52 -1.88 0.08
H 2.68 -6.05 -2.48 0.08
H 2.79 -4.92 -1.14 0.07
H 4.25 -3.87 -3.44 0.13
H 2.61 -4.24 -3.90 0.12
H -1.72 -2.81 -4.20 0.16
H -3.74 -2.33 -3.17 0.13
H -2.94 -1.87 -1.68 0.12
H -2.84 -4.67 -2.50 0.11
H -3.63 -3.39 0.06 0.09
H -3.63 -5.10 -0.28 0.09
H -2.09 -4.28 -0.22 0.06
H -1.01 -2.41 -0.53 0.16
H 1.40 -2.49 -0.10 0.20
O -1.87 0.71 4.82 -0.22
P -2.61 0.17 3.65 0.56
O -4.19 0.26 4.08 -0.19
C -4.74 1.49 4.56 -0.28
C -5.22 2.38 3.42 -0.07
O -2.35 -1.44 3.81 -0.22
C -1.33 -1.93 4.69 -0.29
C -1.89 -2.22 6.07 -0.07
O -2.91 -0.12 2.05 -0.20
C -2.92 0.92 1.07 -0.29
C -1.88 2.00 1.28 -0.08
H -4.02 2.03 5.18 0.11
H -5.59 1.22 5.19 0.12
H -4.38 2.77 2.85 0.06
H -5.78 3.23 3.81 0.08
H -5.86 1.82 2.74 0.08
H -0.50 -1.23 4.74 0.10
H -0.95 -2.85 4.24 0.11
H -2.52 -1.41 6.43 0.08
H -1.08 -2.38 6.78 0.08
H -2.50 -3.12 6.04 0.08
H -3.93 1.35 1.01 0.11
H -2.74 0.44 0.11 0.10
H -1.96 2.45 2.28 0.07
H -2.01 2.80 0.55 0.09
H -0.87 1.60 1.18 0.08
O 3.28 4.05 -2.96 -0.22
P 3.24 3.53 -1.57 0.56
O 1.74 2.86 -1.44 -0.20
C 1.29 1.92 -2.40 -0.28
C 1.71 0.50 -2.05 -0.08
O 3.02 4.89 -0.71 -0.20
C 3.25 6.18 -1.30 -0.28
C 1.97 6.74 -1.88 -0.07
O 3.83 2.84 -0.20 -0.17
C 4.58 1.62 -0.23 -0.28
C 5.51 1.48 -1.41 -0.08
H 1.63 2.18 -3.40 0.11
H 0.20 1.98 -2.40 0.12
H 2.78 0.37 -2.17 0.07
H 1.21 -0.22 -2.71 0.06
H 1.45 0.27 -1.02 0.07
H 4.04 6.13 -2.04 0.10
H 3.61 6.83 -0.50 0.12
H 1.43 6.01 -2.48 0.07
H 2.18 7.61 -2.51 0.08
H 1.30 7.06 -1.09 0.08
H 3.89 0.77 -0.16 0.10
H 5.17 1.60 0.69 0.12
H 4.98 1.60 -2.36 0.07
H 5.99 0.50 -1.41 0.08
H 6.29 2.24 -1.37 0.09
```

Computed properties:
**Net charge**: +1
**LUMO level**: -2.86 eV
**HOMO-LUMO gap**: 9.217 eV

Record 2
This record from OMol25 describes a structure of composition C18H45B2CrF14N4O9S2. The level of theory is ωB97M-V/def2-TZVPD.

```
95
Properties=species:S:1:pos:R:3:mulliken_spin:R:1
Cr 1.39 -0.29 1.23 2.95
B 0.31 2.52 2.65 -0.02
F -0.19 2.55 3.96 0.00
F 1.50 3.20 2.56 0.00
F 0.56 1.16 2.32 -0.01
F -0.62 2.96 1.72 0.00
B 0.78 0.53 -1.24 -0.02
F 1.65 1.00 -2.17 0.00
F 1.30 -0.66 -0.78 0.04
F 0.93 1.30 -0.04 0.00
F -0.53 0.34 -1.60 0.01
C 5.35 -0.44 3.18 0.00
F 4.94 -0.79 4.41 0.00
F 6.50 0.15 3.31 0.00
F 5.31 -1.48 2.39 0.00
S 4.01 0.88 2.64 0.02
O 3.02 0.75 3.70 0.01
O 4.64 2.14 2.44 0.00
N 3.25 0.28 1.16 0.02
S 4.42 0.40 0.03 0.02
O 5.78 0.44 0.53 -0.01
O 4.20 -0.60 -0.98 0.00
C 4.22 2.05 -0.86 0.00
F 5.35 2.75 -0.72 0.00
F 4.03 1.93 -2.14 0.00
F 3.25 2.76 -0.24 0.00
C -4.12 -2.97 -1.84 0.00
C -2.92 -2.16 -2.26 0.00
O -1.85 -2.32 -1.34 0.00
H -5.03 -2.77 -2.40 0.00
H -4.22 -2.70 -0.79 0.00
H -3.90 -4.04 -1.91 0.00
H -3.21 -1.10 -2.26 0.00
H -2.57 -2.27 -3.30 0.00
H -1.44 -3.16 -1.58 0.00
C -2.92 1.83 -5.38 0.00
C -3.04 0.74 -4.29 0.00
O -1.81 0.02 -4.15 0.00
H -3.97 2.14 -5.44 0.00
H -2.54 1.47 -6.33 0.00
H -2.42 2.74 -5.04 0.00
H -3.82 0.04 -4.61 0.00
H -3.35 1.17 -3.34 0.00
H -1.81 -0.14 -3.21 0.00
C 2.11 -3.01 4.62 0.00
C 2.31 -2.35 3.25 0.04
C 2.17 -3.32 2.05 -0.01
O 1.96 -2.44 0.96 -0.01
C 1.81 -3.22 -0.24 0.00
N 1.26 -1.31 3.07 -0.02
H 2.87 -3.78 4.74 0.00
H 1.12 -3.44 4.72 0.00
H 2.16 -2.24 5.39 0.00
H 3.27 -1.89 3.11 -0.02
H 1.56 -4.20 2.26 0.00
H 3.14 -3.84 2.00 0.00
H 1.29 -2.73 -1.05 0.00
H 1.36 -4.21 -0.16 0.00
H 2.81 -3.44 -0.63 0.00
H 1.37 -0.87 3.99 0.01
H 0.39 -1.83 3.23 0.01
C -2.65 0.15 1.69 0.00
C -1.60 -0.91 2.09 0.01
C -2.13 -2.31 2.35 0.00
O -1.05 -3.21 2.52 0.00
C -1.39 -4.56 2.76 0.00
N -0.59 -0.98 0.99 -0.07
H -3.26 -0.21 0.85 0.00
H -2.22 1.11 1.42 0.00
H -3.41 0.27 2.46 0.00
H -1.15 -0.63 3.04 0.00
H -2.79 -2.74 1.59 0.00
H -2.74 -2.30 3.26 0.00
H -0.54 -5.23 2.61 0.00
H -2.17 -4.81 2.04 0.00
H -1.58 -4.75 3.82 0.00
H -0.76 -1.91 0.59 0.02
H -1.06 -0.52 0.21 0.01
C -2.72 4.97 -1.66 0.00
C -2.18 3.62 -2.09 0.00
C -0.73 3.62 -2.69 0.00
O -0.90 4.47 -3.82 0.00
C 0.35 4.73 -4.48 0.00
N -2.31 2.68 -1.01 0.00
H -2.94 5.10 -0.60 0.00
H -3.70 5.19 -2.08 0.00
H -2.06 5.81 -1.89 0.00
H -2.86 3.26 -2.86 0.00
H -0.41 2.63 -3.03 0.00
H -0.08 4.05 -1.93 0.00
H 0.22 5.64 -5.06 0.00
H 0.52 3.88 -5.15 0.00
H 1.18 4.84 -3.79 0.00
H -1.82 3.00 -0.18 0.00
H -1.88 1.81 -1.27 0.00
```

Computed properties:
**LUMO level (spin up / spin down)**: -2.01 / -1.03 eV
**Energy relative to the best compared isomer or geometry (same formula, charge and spin)**: 0.0 kJ/mol
**2S+1**: 4
**HOMO-LUMO gap (spin up / spin down)**: 6.525 / 7.508 eV
**Expectation value of S²**: 3.770

Record 3
This record from OMol25 describes a structure of composition C18H45F2IN4NaO14S3. The level of theory is ωB97M-V/def2-TZVPD.

```
88
Properties=species:S:1:pos:R:3:lowdin_charge:R:1
Na -0.44 -0.58 -1.47 0.17
S 0.63 -1.75 1.84 0.08
O 1.25 -0.77 2.73 -0.46
O 1.34 -3.00 1.94 -0.41
O -0.73 -2.02 2.30 -0.43
O 0.73 -1.27 0.49 -0.44
I -2.39 -3.07 -2.07 -0.51
N 1.54 -6.33 0.48 -0.22
S 2.51 -7.46 0.89 0.49
O 3.85 -7.31 1.57 -0.36
O 2.43 -8.66 0.00 -0.39
F 1.57 -7.98 2.14 -0.27
S 2.83 -5.42 -0.30 0.56
O 3.54 -6.03 -1.41 -0.33
O 3.55 -4.41 0.46 -0.28
F 1.80 -4.51 -1.12 -0.22
C -3.38 0.48 1.21 -0.08
O -3.82 0.71 2.58 -0.19
C -5.16 0.25 2.77 -0.23
C -5.49 0.12 4.30 -0.20
N -4.47 -0.82 4.78 -0.06
C -4.54 -0.71 6.25 -0.19
C -3.90 -2.06 6.81 -0.25
O -2.50 -2.06 6.55 -0.15
C -1.96 -3.33 6.97 -0.09
H -4.08 1.09 0.64 0.07
H -3.27 -0.53 0.81 0.09
H -2.37 0.88 1.11 0.08
H -5.35 -0.68 2.23 0.12
H -5.76 1.03 2.30 0.10
H -6.45 -0.35 4.53 0.10
H -5.26 1.11 4.70 0.11
H -4.72 -1.76 4.52 0.11
H -5.53 -0.53 6.66 0.09
H -3.84 0.08 6.49 0.11
H -4.52 -2.94 6.69 0.11
H -4.07 -2.19 7.88 0.09
H -2.35 -4.17 6.39 0.09
H -2.23 -3.43 8.02 0.06
H -0.87 -3.29 6.99 0.09
C 4.41 3.47 -1.71 -0.14
O 4.78 2.77 -0.57 -0.20
C 3.71 2.52 0.33 -0.19
C 2.52 1.64 -0.24 -0.18
N 2.86 0.17 -0.29 0.00
C 3.64 -0.16 -1.49 -0.16
C 2.74 -0.10 -2.73 -0.26
O 1.73 -1.03 -2.90 -0.21
C 2.07 -2.34 -3.44 -0.04
H 4.04 2.82 -2.51 0.08
H 5.23 3.95 -2.24 0.08
H 3.64 4.17 -1.40 0.06
H 3.27 3.44 0.71 0.10
H 4.04 1.99 1.23 0.12
H 2.14 2.25 -1.06 0.07
H 1.70 1.61 0.47 0.12
H 2.03 -0.40 -0.22 0.03
H 4.13 -1.13 -1.38 0.12
H 4.44 0.58 -1.56 0.09
H 3.50 -0.17 -3.51 0.10
H 2.18 0.83 -2.81 0.09
H 2.51 -2.95 -2.65 0.08
H 2.65 -2.34 -4.37 0.07
H 1.15 -2.84 -3.74 0.08
C 1.50 3.02 -6.29 -0.09
O 0.65 2.83 -5.12 -0.20
C -0.31 1.71 -5.18 -0.18
C -1.19 1.95 -4.03 -0.27
N -0.62 1.61 -2.79 -0.03
C -1.12 2.35 -1.58 -0.14
C -1.05 3.87 -1.71 -0.19
O 0.36 4.15 -1.91 -0.22
C 0.72 5.47 -1.68 -0.11
H 1.86 4.02 -6.05 0.08
H 0.93 2.80 -7.19 0.08
H 2.40 2.42 -6.39 0.07
H 0.05 0.69 -5.05 0.14
H -0.98 1.78 -6.04 0.12
H -2.04 1.29 -4.21 0.13
H -1.46 3.01 -4.11 0.11
H 0.34 1.84 -3.00 0.08
H -0.67 2.11 -0.62 0.12
H -2.19 2.17 -1.51 0.12
H -1.36 4.31 -0.76 0.12
H -1.58 4.36 -2.53 0.11
H 0.55 6.13 -2.53 0.08
H 1.79 5.31 -1.54 0.07
H 0.21 5.74 -0.76 0.09
```

Computed properties:
**Net charge**: -3
**LUMO level**: 4.38 eV
**HOMO-LUMO gap**: 2.244 eV